A structure of composition C17H32CuNS3Sb. Source: OMol25; level of theory: ωB97M-V/def2-TZVPD.

Geometry as XYZ:
```
55
Properties=species:S:1:pos:R:3:forces:R:3:lowdin_spin:R:1
Cu 0.165 -0.761 0.194 -0.1 0.3 -0.1 0.158
C -0.614 -3.759 -0.873 0.0 0.0 0.0 0.001
C 0.016 -3.000 -2.033 0.0 0.0 0.0 0.003
S -0.211 -1.200 -2.058 0.0 -0.1 -0.1 0.027
C -2.009 -0.959 -2.146 0.0 0.0 0.0 0.008
C -2.827 -1.132 -0.865 0.0 0.0 0.0 0.001
S -2.127 -0.317 0.609 0.0 -0.1 0.0 0.044
C -2.361 -1.585 1.893 0.0 0.0 0.0 0.009
C -1.846 -2.989 1.575 0.0 0.0 0.0 0.002
S -0.209 -3.079 0.774 0.0 0.0 0.1 0.027
H -0.251 -4.786 -0.896 0.0 0.0 0.0 0.001
H -1.696 -3.799 -0.967 0.0 0.0 0.0 0.000
H -0.345 -3.405 -2.980 0.0 0.0 0.0 0.001
H 1.101 -3.111 -2.028 0.0 0.0 0.0 0.000
H -2.397 -1.628 -2.915 0.0 0.0 0.0 0.000
H -2.121 0.054 -2.537 0.0 0.0 0.0 0.005
H -2.946 -2.183 -0.621 0.0 0.0 0.0 0.000
H -3.824 -0.724 -1.028 0.0 0.0 0.0 0.000
H -3.420 -1.635 2.146 0.0 0.0 0.0 0.001
H -1.841 -1.166 2.754 0.0 0.0 0.0 0.000
H -2.543 -3.545 0.952 0.0 0.0 0.0 0.000
H -1.769 -3.538 2.513 0.0 0.0 0.0 0.001
C -2.112 4.760 -1.425 -0.1 0.0 0.0 0.027
C -2.160 3.250 -1.660 0.0 0.0 0.1 0.071
Sb -0.367 2.301 -0.969 0.2 -0.2 0.1 0.422
C 0.305 3.347 0.773 -0.1 0.0 -0.1 0.055
C 1.291 4.462 0.439 0.0 0.0 0.1 0.019
C 1.080 2.529 -2.535 -0.1 0.1 0.0 0.062
C 0.928 3.858 -3.273 0.0 0.0 0.0 0.024
H -3.046 5.199 -1.779 0.0 0.0 0.0 0.008
H -1.298 5.238 -1.967 0.0 0.0 0.0 0.000
H -2.017 5.008 -0.368 0.0 0.0 0.0 0.001
H -2.249 2.992 -2.716 0.0 0.0 0.0 0.000
H -2.985 2.782 -1.124 0.0 0.0 0.0 0.001
H 0.739 2.590 1.423 0.0 0.0 0.0 0.001
H -0.599 3.723 1.253 0.0 0.0 0.0 0.001
H 2.179 4.091 -0.076 0.0 0.0 0.0 0.001
H 1.623 4.931 1.366 0.0 0.0 0.0 0.005
H 0.840 5.239 -0.177 0.0 0.0 0.0 0.000
H 0.934 1.674 -3.195 0.0 0.0 0.0 0.001
H 2.062 2.427 -2.074 0.0 0.0 0.0 0.000
H -0.058 3.970 -3.723 0.0 0.0 0.0 0.001
H 1.660 3.898 -4.081 0.0 0.0 0.0 0.007
H 1.110 4.713 -2.622 0.0 0.0 0.0 0.000
C 4.105 0.647 2.546 0.0 0.0 0.0 -0.001
C 3.823 1.210 1.311 0.0 0.0 0.0 0.000
C 2.680 0.812 0.646 0.0 -0.1 0.0 -0.001
N 1.822 -0.093 1.136 0.0 -0.1 0.1 0.005
C 2.113 -0.642 2.326 0.0 0.1 0.0 0.000
C 3.233 -0.300 3.059 0.0 0.0 0.0 0.000
H 4.993 0.933 3.094 0.0 0.0 0.0 0.000
H 4.483 1.938 0.861 0.0 0.0 0.0 0.000
H 2.448 1.210 -0.333 0.0 0.0 0.0 0.000
H 1.421 -1.387 2.698 0.0 0.0 0.0 0.000
H 3.416 -0.775 4.012 0.0 0.0 0.0 0.000
```
Positions in Å, forces in eV/Å.

Computed properties:
HOMO energy (alpha / beta) (eV): -14.160 / -14.523
E_tot (eV): -103306.9788
LUMO energy (alpha / beta) (eV): -5.0 / -8.3
2S+1: 2
Charge: +2
<S²>: 0.757